DFT (ωB97M-V/def2-TZVPD) results for a structure of composition C12H15CdN3O6 at a distorted geometry.

net charge = 0
spin multiplicity = 1
frontier orbital gap = 7.629 eV

Geometry as XYZ:
```
37
C12H15CdN3O6 (ωB97M-V/def2-TZVPD)
Cd -0.195 -0.079 0.589
O -0.934 1.638 2.004
C 0.034 2.342 2.816
C 1.037 1.370 3.408
N 1.763 0.593 2.371
C 2.187 -0.766 2.714
C 1.086 -1.887 2.718
O 1.201 -2.881 3.467
O 0.077 -1.804 1.911
C 2.771 1.388 1.727
C 2.593 1.184 0.232
O 3.600 1.244 -0.556
O 1.394 1.111 -0.209
H -1.835 1.702 2.329
H 0.578 3.079 2.172
H -0.527 2.947 3.567
H 1.792 1.944 3.939
H 0.635 0.631 4.105
H 2.936 -1.023 1.970
H 2.616 -0.840 3.699
H 2.583 2.484 1.901
H 3.821 1.134 2.046
N -4.634 -0.585 -3.463
C -3.525 -1.125 -4.075
O -3.626 -1.466 -5.276
C -2.217 -1.110 -3.408
C -1.096 -1.573 -4.113
C 0.174 -1.398 -3.603
C 0.310 -0.784 -2.357
N -0.750 -0.487 -1.562
C -1.989 -0.680 -2.092
H -5.456 -0.978 -3.893
H -4.612 -0.631 -2.450
H -1.333 -1.986 -5.076
H 1.044 -1.701 -4.209
H 1.274 -0.588 -1.906
H -2.780 -0.417 -1.439
```

DFT (ωB97M-V/def2-TZVPD) results for a structure of composition C12H15ClHfN2O2S at a distorted geometry.

net charge = +2
spin multiplicity = 1
frontier orbital gap = 6.207 eV

Geometry as XYZ:
```
34
C12H15ClHfN2O2S (ωB97M-V/def2-TZVPD)
Cl -3.063 0.863 -2.678
C 0.603 -1.885 -2.617
C 1.783 -1.139 -2.273
C 1.649 0.180 -2.814
H 2.665 -1.563 -1.838
C 0.366 0.291 -3.448
C -0.274 -1.015 -3.366
H -1.181 -1.277 -3.894
H 0.480 -2.946 -2.504
H 2.454 0.880 -2.978
C -0.190 1.463 -4.168
Hf -0.165 -0.117 -1.228
C 0.191 -1.686 0.265
C -2.505 -0.392 -0.977
O 0.351 -2.509 1.101
O -3.406 -0.833 -0.355
H 0.144 2.397 -3.706
H -1.286 1.430 -4.124
H 0.105 1.465 -5.222
S 0.667 1.753 0.170
C 0.347 1.112 1.751
N -0.925 0.999 2.212
C -1.249 0.139 3.348
C -0.148 0.320 4.400
C 1.232 -0.017 3.826
N 1.350 0.589 2.490
H -1.645 1.126 1.520
H -1.235 -0.916 3.014
H -2.244 0.388 3.741
H -0.362 -0.313 5.289
H -0.169 1.344 4.794
H 1.329 -1.118 3.752
H 2.046 0.377 4.462
H 2.285 0.613 2.056
```

DFT (ωB97M-V/def2-TZVPD) results for a structure of composition C12H15ClO3Tc at a distorted geometry.

net charge = +2
spin multiplicity = 4
frontier orbital gap (spin up / spin down) = 9.429 / 7.009 eV

Geometry as XYZ:
```
32
C12H15ClO3Tc (ωB97M-V/def2-TZVPD)
Cl 0.724 -2.722 -2.020
C 2.078 1.219 0.272
C 1.017 2.207 0.400
C 0.333 2.285 -0.805
H 0.858 2.782 1.297
C 0.979 1.348 -1.768
C 2.051 0.735 -1.093
H 2.711 -0.020 -1.542
H 2.840 0.948 1.032
H -0.515 2.889 -1.090
C 0.564 1.111 -3.176
Tc 0.048 0.352 0.026
C -1.126 0.912 1.471
C 0.972 -1.009 1.074
O -1.884 1.156 2.290
O 1.490 -1.819 1.707
H -0.518 1.258 -3.288
H 0.808 0.082 -3.463
H 1.066 1.812 -3.862
C -3.650 -1.671 -1.935
C -3.499 -2.608 -0.711
C -2.572 -1.829 0.209
O -1.881 -0.832 -0.599
C -2.342 -0.954 -1.976
H -3.884 -2.223 -2.851
H -4.496 -0.977 -1.741
H -3.013 -3.529 -1.023
H -4.454 -2.856 -0.222
H -3.148 -1.288 0.966
H -1.832 -2.456 0.686
H -1.576 -1.533 -2.463
H -2.394 0.040 -2.392
```

DFT (ωB97M-V/def2-TZVPD) results for a structure of composition C12H15CrN2O2S4Sb at a distorted geometry.

energy relative to the best compared isomer or geometry (same formula, charge and spin) = 27.5 kJ/mol
net charge = -1
spin multiplicity = 6
frontier orbital gap (spin up / spin down) = 5.974 / 5.486 eV

Geometry as XYZ:
```
37
C12H15CrN2O2S4Sb (ωB97M-V/def2-TZVPD)
Cr 0.286 -0.905 -0.344
O -0.673 -0.430 1.424
N -0.441 0.726 2.169
C -1.141 1.894 1.819
C -0.894 3.071 2.460
C 0.123 3.055 3.529
C 0.714 1.878 3.903
C 0.428 0.682 3.199
S 0.829 -0.871 3.841
H -1.793 1.826 0.930
H -1.510 3.947 2.131
H 0.291 4.024 4.047
H 1.415 1.733 4.768
S -1.060 -1.220 -4.514
Sb 0.662 -2.634 -3.234
S -0.897 -2.869 -1.225
S 2.147 -1.229 -2.014
C -2.323 2.141 -3.449
C -2.618 0.750 -3.306
C -1.830 -0.064 -2.491
N -0.924 0.519 -1.641
C -0.561 1.793 -1.838
C -1.269 2.652 -2.708
H -2.877 2.692 -4.193
H -3.440 0.289 -3.889
H -2.116 -1.082 -2.229
H 0.406 2.075 -1.417
H -0.946 3.695 -2.763
C 2.507 -3.956 0.154
C 2.377 -2.749 1.092
O 1.131 -2.049 1.041
H 3.206 -4.657 0.599
H 2.833 -3.631 -0.842
H 1.494 -4.349 0.095
H 3.157 -2.009 0.802
H 2.504 -3.073 2.150
H 0.802 -1.667 1.942
```

DFT (ωB97M-V/def2-TZVPD) results for a structure of composition C12H15F9NNaO9 at a distorted geometry.

energy relative to the best compared isomer or geometry (same formula, charge and spin) = 512.9 kJ/mol
net charge = 0
spin multiplicity = 1
frontier orbital gap = 3.815 eV

Geometry as XYZ:
```
47
C12H15F9NNaO9 (ωB97M-V/def2-TZVPD)
Na -16.698 -8.629 -0.354
N -14.771 -6.007 3.611
O -14.080 -6.025 2.587
O -15.976 -6.131 3.467
O -14.197 -6.014 4.680
C -25.187 -10.768 -1.894
C -24.309 -10.860 -0.650
O -23.522 -12.087 -0.717
C -22.387 -12.160 -1.425
O -21.739 -11.164 -1.672
C -21.962 -13.592 -1.665
F -21.354 -14.102 -0.587
F -22.997 -14.359 -1.948
F -21.127 -13.759 -2.709
H -24.782 -10.387 -2.832
H -25.946 -10.052 -1.577
H -25.629 -11.708 -2.222
H -24.933 -11.004 0.233
H -23.554 -10.080 -0.552
C -18.135 -0.596 0.222
C -16.987 -0.722 -0.710
O -17.334 -0.915 -2.101
C -17.703 -2.117 -2.615
O -17.904 -3.100 -1.952
C -18.129 -2.096 -4.072
F -17.850 -0.958 -4.729
F -17.518 -3.091 -4.697
F -19.433 -2.364 -4.076
H -18.772 -1.470 0.089
H -18.807 0.249 0.072
H -17.713 -0.637 1.226
H -16.245 -1.460 -0.405
H -16.436 0.217 -0.661
C -9.277 -12.649 4.020
C -10.440 -12.282 3.142
O -11.166 -13.510 3.079
C -12.361 -13.619 2.466
O -13.016 -12.759 1.974
C -12.928 -15.081 2.449
F -11.929 -15.921 2.820
F -13.945 -15.207 3.267
F -13.328 -15.408 1.290
H -9.656 -12.694 5.041
H -8.470 -11.923 3.917
H -8.820 -13.622 3.840
H -10.035 -12.060 2.155
H -11.018 -11.519 3.663
```

DFT (ωB97M-V/def2-TZVPD) results for a structure of composition C12H15HgNO5 at a distorted geometry.

net charge = +2
spin multiplicity = 1
frontier orbital gap (spin up / spin down) = 3.477 / 3.616 eV

Geometry as XYZ:
```
34
C12H15HgNO5 (ωB97M-V/def2-TZVPD)
Hg -2.065 -1.529 -0.459
C -3.322 -1.448 1.878
O -3.263 -1.331 3.013
C -4.183 -1.571 -2.405
O -5.275 -1.633 -2.740
C -1.159 -4.022 -1.420
O -0.853 -5.123 -1.366
C -1.969 0.926 -2.009
O -1.908 2.068 -2.034
C 0.520 -1.023 -4.713
H 0.901 -0.037 -4.440
H 1.197 -1.867 -4.550
C -0.693 -1.189 -5.260
H -1.104 -2.180 -5.477
H -1.387 -0.357 -5.406
O 0.349 -0.034 -0.645
C 0.808 0.642 0.293
C -0.098 1.391 1.265
C -0.054 0.750 2.640
C 1.096 1.288 3.498
C 2.464 0.899 2.986
C 2.793 1.467 1.600
N 2.147 0.754 0.505
H 0.240 2.437 1.297
H -1.101 1.371 0.823
H -1.006 0.950 3.142
H -0.004 -0.348 2.555
H 1.020 2.383 3.555
H 0.978 0.890 4.510
H 3.228 1.269 3.676
H 2.571 -0.191 2.961
H 2.524 2.534 1.572
H 3.874 1.414 1.426
H 2.733 0.449 -0.272
```

One value per record, in order, for M: 409.68 465.27 340.70 521.29 511.22 453.84 g mol⁻¹.